No. 1
The following is a DFT calculation (ωB97M-V/def2-TZVPD) of C5H14N2O in the gas phase in a non-equilibrium geometry.

ORCA input file:
```
! wB97M-V def2-TZVPD RIJCOSX def2/J DEFGRID3
* xyz 0 1
C 0.791 -1.290 0.025
C -0.460 1.033 -0.153
C 0.328 0.013 0.703
C -1.939 0.636 -0.271
C -0.369 2.423 0.489
N 2.043 -1.196 -0.640
N -0.056 -1.796 -0.990
O 0.932 -2.281 0.988
H 1.655 -2.818 0.625
H -0.029 1.103 -1.158
H 2.700 -0.731 -0.018
H 1.908 -0.564 -1.425
H 0.418 -2.603 -1.383
H -0.884 -2.162 -0.527
H 1.223 0.515 1.102
H -0.261 -0.231 1.598
H -2.082 -0.169 -0.996
H -2.554 1.477 -0.610
H -2.340 0.298 0.691
H -0.632 2.391 1.552
H -1.042 3.134 -0.004
H 0.648 2.819 0.401
*
```

Values from the calculation:
HOMO level ... -0.348 hartree
F_max ... 1.993 eV/Å
Gap between HOMO and LUMO ... 10.41 eV
M ... 118.2 g mol⁻¹
LUMO ... 0.9 eV
Energy above the lowest of the compared OMol25 structures with the same formula, charge and spin ... 22.6 kcal/mol

***

No. 2
The following is a DFT calculation (ωB97M-V/def2-TZVPD) of 3 unconnected molecules or ions with the total composition C25H27FN3O11 in a non-equilibrium geometry.

ORCA input file:
```
! wB97M-V def2-TZVPD RIJCOSX def2/J DEFGRID3
* xyz 1 1
C -5.486 -2.507 -3.241
C -3.975 -2.421 -3.162
N -3.256 -2.097 -1.871
C -3.499 -0.672 -1.337
N -2.621 -0.673 -0.105
C -2.646 0.673 0.605
C -2.285 1.919 -0.398
O -3.296 2.792 -0.662
N -0.938 2.223 -1.016
C -0.257 0.997 -1.583
C -1.081 3.162 -2.232
C -1.844 -1.925 0.240
C -0.816 -2.145 1.498
C -1.104 -3.623 2.148
O -1.297 -3.617 3.612
C -2.303 -2.890 -1.004
C -1.781 -4.420 -1.277
C -2.724 -5.601 -0.641
O -3.929 -5.233 -0.145
F -2.333 -7.053 -0.565
H -6.055 -2.905 -2.296
H -5.973 -2.148 -4.244
H -3.292 -2.556 -4.129
H -4.173 0.148 -1.831
H -2.007 0.659 1.610
H -3.773 0.817 0.971
H -1.007 0.455 -2.337
H 0.757 1.284 -2.108
H -0.075 0.196 -0.718
H -1.993 2.868 -2.922
H -1.158 4.249 -1.786
H -0.122 3.116 -2.939
H 0.323 -1.995 1.190
H -1.052 -1.323 2.302
H -2.131 -4.002 1.683
H -0.256 -4.393 1.881
H -0.387 -3.521 4.023
H -1.747 -4.567 -2.445
H -0.651 -4.475 -0.912
C 4.066 -4.304 2.859
C 4.674 -4.896 3.889
C 4.399 -4.480 5.292
O 4.959 -5.055 6.219
C 3.455 -3.373 5.510
C 2.850 -2.779 4.480
C 3.103 -3.214 3.079
O 2.518 -2.661 2.154
O 1.963 -1.737 4.678
O 5.582 -5.920 3.689
H 4.255 -4.598 1.834
H 3.278 -3.069 6.534
H 1.659 -1.479 3.780
H 5.881 -6.182 4.587
C 2.332 8.066 -3.620
C 1.586 6.963 -3.532
C 1.304 6.322 -2.218
O 0.600 5.320 -2.167
C 1.897 6.927 -1.015
C 2.646 8.028 -1.103
C 2.905 8.684 -2.414
O 3.582 9.705 -2.461
O 3.208 8.600 0.023
O 1.047 6.375 -4.662
H 2.543 8.543 -4.568
H 1.699 6.440 -0.068
H 3.701 9.384 -0.301
H 0.549 5.593 -4.336
*
```

Values from the calculation:
HOMO level ... -0.423 hartree
F_max ... 10.010 eV/Å
Gap between HOMO and LUMO ... 7.49 eV
M ... 564.5 g mol⁻¹
LUMO ... -4.0 eV

***

No. 3
The following is a DFT calculation (ωB97M-V/def2-TZVPD) of C2H6N4S in the gas phase in a non-equilibrium geometry.

ORCA input file:
```
! wB97M-V def2-TZVPD RIJCOSX def2/J DEFGRID3
* xyz 0 1
C -1.283 -0.528 -1.051
C 0.873 0.587 0.752
H 0.031 -1.781 0.155
H -1.219 -2.525 -0.802
H -2.673 0.307 -2.313
H 0.873 2.628 0.586
H 2.076 2.036 1.801
H 2.141 -0.625 1.778
N -0.696 -1.704 -0.590
N -2.268 -0.617 -1.981
N 1.301 1.847 1.093
N 1.258 -0.561 1.103
S -0.415 0.937 -0.532
*
```

Values from the calculation:
HOMO level ... -0.320 hartree
F_max ... 3.938 eV/Å
Gap between HOMO and LUMO ... 9.20 eV
M ... 118.2 g mol⁻¹
LUMO ... 0.5 eV
Energy above the lowest of the compared OMol25 structures with the same formula, charge and spin ... 20.1 kcal/mol

***

No. 4
The following is a DFT calculation (ωB97M-V/def2-TZVPD) of a molecular structure, C37H44BBr2FLaN12O9PS2 in a non-equilibrium geometry.

ORCA input file:
```
! wB97M-V def2-TZVPD RIJCOSX def2/J DEFGRID3
* xyz -2 1
La -0.073 0.346 -0.049
Br 3.997 -3.987 -4.883
C 2.932 -2.821 -3.824
C 1.673 -3.221 -3.426
C 0.940 -2.318 -2.669
N 1.403 -1.127 -2.316
C 2.621 -0.768 -2.692
C 3.432 -1.585 -3.469
C 3.049 0.609 -2.255
C 4.323 1.089 -2.519
C 4.619 2.369 -2.112
Br 6.360 3.072 -2.429
C 3.674 3.152 -1.478
C 2.428 2.586 -1.284
N 2.113 1.343 -1.669
H 1.274 -4.191 -3.685
H -0.057 -2.562 -2.316
H 4.420 -1.284 -3.782
H 5.077 0.468 -2.974
H 3.891 4.154 -1.139
H 1.641 3.155 -0.801
N 1.619 -3.224 1.670
C 0.259 -3.087 1.561
N -0.562 -3.838 2.284
N -1.789 -3.483 1.849
N -1.692 -2.595 0.924
N -0.382 -2.287 0.700
C 2.565 -2.400 1.068
N 3.843 -2.722 1.090
N 4.428 -1.746 0.352
N 3.537 -0.927 -0.077
N 2.298 -1.310 0.359
H 1.939 -3.759 2.457
F -0.903 0.396 -2.130
C -3.518 8.854 1.730
C -4.253 7.792 0.900
C -5.348 7.179 1.774
C -4.932 8.474 -0.294
C -3.250 6.741 0.410
C -2.248 7.110 -0.488
C -1.295 6.199 -0.960
C -1.369 4.903 -0.506
O -0.595 3.835 -0.811
B -1.054 2.695 -0.018
O -2.220 3.211 0.686
C -2.351 4.524 0.390
C -3.296 5.410 0.857
H -4.212 9.630 2.070
H -2.729 9.332 1.146
H -3.051 8.399 2.606
H -6.071 7.953 2.047
H -4.943 6.760 2.697
H -5.883 6.385 1.249
H -5.637 9.235 0.057
H -5.480 7.743 -0.891
H -4.208 8.961 -0.949
H -2.189 8.137 -0.830
H -0.524 6.502 -1.657
H -4.041 5.063 1.560
C -4.865 -3.856 0.335
C -3.980 -3.645 -0.874
O -4.133 -2.314 -1.353
P -2.835 -1.296 -1.451
O -3.553 -0.314 -2.546
C -3.147 -0.219 -3.905
C -2.086 -1.207 -4.352
O -3.028 -0.279 -0.157
C -4.032 0.746 -0.082
C -5.423 0.162 0.060
H -4.878 -4.913 0.618
H -5.886 -3.541 0.105
H -4.491 -3.290 1.186
H -4.279 -4.318 -1.684
H -2.937 -3.853 -0.627
H -2.774 0.795 -4.053
H -4.052 -0.346 -4.508
H -1.150 -1.009 -3.832
H -1.929 -1.091 -5.428
H -2.389 -2.241 -4.165
H -3.954 1.386 -0.960
H -3.757 1.340 0.787
H -5.750 -0.323 -0.860
H -6.122 0.965 0.312
H -5.450 -0.585 0.857
C -3.012 -0.743 3.386
S -1.237 -0.722 3.261
C -0.897 -0.212 4.928
O -0.971 0.514 2.401
H -3.336 0.269 3.640
H -3.321 -1.477 4.131
H -3.379 -1.034 2.401
H -1.308 -0.973 5.593
H -1.365 0.761 5.094
H 0.183 -0.150 5.042
O 0.562 3.626 1.895
C 1.196 2.732 2.429
N 1.693 1.602 1.820
S 2.488 0.667 2.898
O 3.877 0.498 2.588
O 1.741 -0.522 3.255
C 2.329 1.757 4.278
C 2.850 1.643 5.554
C 2.545 2.658 6.453
C 1.753 3.744 6.071
C 1.256 3.839 4.776
C 1.562 2.822 3.891
H 3.466 0.799 5.838
H 2.934 2.610 7.464
H 1.535 4.523 6.792
H 0.647 4.671 4.446
*
```

Values from the calculation:
HOMO level ... -0.091 hartree
F_max ... 3.298 eV/Å
Gap between HOMO and LUMO ... 6.15 eV
M ... 1224.5 g mol⁻¹
LUMO ... 3.7 eV
Energy above the lowest of the compared OMol25 structures with the same formula, charge and spin ... 9.8 kcal/mol

***

No. 5
The following is a DFT calculation (ωB97M-V/def2-TZVPD) of a molecular structure, C31H48BIrN6S3.

ORCA input file:
```
! wB97M-V def2-TZVPD RIJCOSX def2/J DEFGRID3
* xyz 2 1
Ir 0.776 0.280 0.348
C -3.791 1.554 -1.872
C -3.514 0.524 -0.826
C -4.404 -0.450 -0.455
C -4.078 -1.403 0.538
N -2.919 -1.354 1.154
N -2.067 -0.403 0.800
B -0.807 -0.170 1.678
N -0.498 -1.443 2.499
N -1.091 -1.586 3.683
C -0.930 -2.728 4.312
C -0.176 -3.775 3.732
C 0.430 -3.624 2.516
C 1.249 -4.687 1.857
C 0.246 -2.365 1.910
S 0.986 -1.963 0.369
C -1.583 -2.907 5.669
C -0.496 -3.244 6.700
C -2.316 -1.639 6.093
C -2.588 -4.066 5.568
N -1.157 1.059 2.597
N -2.412 1.129 3.019
C -2.772 2.166 3.746
C -1.824 3.142 4.118
C -0.534 3.084 3.655
C 0.499 4.120 3.961
C -0.242 1.998 2.808
S 1.278 1.817 1.974
C -4.250 2.240 4.102
C -5.044 2.271 2.787
C -4.636 0.991 4.901
C -4.573 3.490 4.920
C -2.272 0.495 -0.157
S -0.968 1.595 -0.471
C -5.025 -2.496 1.012
C -6.259 -2.600 0.117
C -5.455 -2.140 2.443
C -4.281 -3.837 1.016
H -4.788 1.430 -2.287
H -3.062 1.481 -2.682
H -3.712 2.559 -1.454
H -5.368 -0.497 -0.942
H -0.075 -4.711 4.266
H 1.268 -5.590 2.462
H 2.276 -4.348 1.710
H 0.843 -4.935 0.874
H 0.239 -2.441 6.777
H 0.029 -4.171 6.464
H -0.958 -3.373 7.679
H -1.637 -0.789 6.167
H -2.771 -1.800 7.071
H -3.103 -1.384 5.384
H -2.109 -5.009 5.301
H -3.363 -3.852 4.828
H -3.072 -4.208 6.534
H -2.126 3.968 4.746
H 0.107 4.865 4.649
H 0.818 4.621 3.045
H 1.385 3.666 4.407
H -4.856 1.369 2.201
H -4.782 3.143 2.184
H -6.111 2.324 3.007
H -4.451 0.089 4.318
H -5.698 1.032 5.149
H -4.074 0.927 5.834
H -4.332 4.409 4.381
H -4.053 3.496 5.880
H -5.641 3.510 5.131
H -6.872 -1.698 0.154
H -6.882 -3.424 0.462
H -5.994 -2.805 -0.923
H -5.979 -1.182 2.474
H -4.587 -2.081 3.103
H -6.133 -2.905 2.824
H -3.945 -4.108 0.013
H -4.950 -4.622 1.369
H -3.413 -3.802 1.676
C 2.211 1.768 -2.922
C 2.248 0.868 -1.676
C 3.621 0.239 -1.449
C 1.129 -0.143 -1.712
H 2.996 2.521 -2.870
H 1.251 2.274 -3.024
H 2.378 1.157 -3.809
H 2.057 1.590 -0.822
H 3.877 -0.411 -2.287
H 3.656 -0.358 -0.536
H 4.390 1.008 -1.376
H 1.440 -1.156 -1.955
H 0.259 0.155 -2.285
*
```

Values from the calculation:
HOMO level ... -0.517 hartree
F_max ... 0.329 eV/Å
Gap between HOMO and LUMO ... 6.36 eV
M ... 804.0 g mol⁻¹
LUMO ... -7.7 eV
Energy above the lowest of the compared OMol25 structures with the same formula, charge and spin ... 0.0 kcal/mol

***

No. 6
The following is a DFT calculation (ωB97M-V/def2-TZVPD) of a molecular structure, C45H50BN8OPSW.

ORCA input file:
```
! wB97M-V def2-TZVPD RIJCOSX def2/J DEFGRID3
* xyz 0 1
W -1.062 0.071 -0.321
C -3.921 -0.660 2.271
C -2.713 -1.534 2.151
C -2.548 -2.650 2.976
C -1.268 -3.096 2.764
C -0.550 -4.240 3.397
N -0.710 -2.291 1.840
N -1.601 -1.344 1.422
B 0.766 -2.224 1.460
N 0.932 -2.599 0.005
N 0.269 -1.904 -0.956
C 0.468 -2.580 -2.092
C -0.015 -2.196 -3.440
C 1.254 -3.708 -1.852
C 1.525 -3.690 -0.506
C 2.346 -4.631 0.307
N 1.294 -0.799 1.713
N 0.762 0.292 1.091
C 1.350 1.369 1.629
C 0.994 2.791 1.364
C 2.308 0.961 2.557
C 2.230 -0.415 2.601
C 2.996 -1.368 3.455
H -4.147 -0.566 3.336
H -4.781 -1.107 1.773
H -3.772 0.338 1.877
H -3.269 -3.042 3.672
H -1.233 -4.768 4.061
H 0.308 -3.908 3.982
H -0.188 -4.947 2.651
H 1.388 -2.979 2.137
H -0.109 -1.121 -3.542
H -0.986 -2.646 -3.639
H 0.695 -2.551 -4.187
H 1.599 -4.420 -2.581
H 2.815 -5.359 -0.354
H 1.746 -5.173 1.039
H 3.132 -4.109 0.853
H 0.450 2.915 0.433
H 1.900 3.396 1.344
H 0.345 3.153 2.163
H 2.938 1.598 3.152
H 3.707 -0.810 4.062
H 3.545 -2.095 2.857
H 2.337 -1.922 4.122
N 0.523 1.198 -3.206
P 1.219 0.838 -1.706
C 2.240 2.350 -1.451
C 1.756 3.569 -1.920
C 2.451 4.748 -1.691
C 3.644 4.725 -0.989
C 4.137 3.517 -0.518
C 3.442 2.340 -0.744
C 2.544 -0.337 -2.098
C 2.965 -0.595 -3.397
C 4.023 -1.461 -3.632
C 4.672 -2.073 -2.572
C 4.257 -1.822 -1.272
C 3.197 -0.962 -1.034
C -0.750 1.738 -3.197
C -1.166 2.432 -4.340
C -2.413 3.007 -4.368
C -3.209 2.887 -3.237
C -2.724 2.180 -2.163
N -1.509 1.575 -2.101
H 1.096 1.514 -3.976
H 0.817 3.619 -2.457
H 2.054 5.684 -2.062
H 4.188 5.643 -0.808
H 5.070 3.489 0.029
H 3.848 1.419 -0.359
H 2.461 -0.146 -4.243
H 4.338 -1.659 -4.648
H 5.495 -2.749 -2.758
H 4.751 -2.304 -0.440
H 2.861 -0.796 -0.019
H -0.490 2.494 -5.182
H -2.752 3.544 -5.243
H -4.195 3.322 -3.171
H -3.342 2.057 -1.293
S -3.426 -0.227 -0.609
C -1.969 1.768 5.424
C -1.227 0.780 4.750
C -1.133 0.786 3.387
C -1.761 1.766 2.565
C -1.695 1.785 1.102
C -2.034 3.014 0.572
C -2.615 4.092 1.276
C -2.861 3.976 2.606
C -2.397 2.822 3.281
C -2.525 2.773 4.694
H -2.063 1.749 6.502
H -0.720 0.005 5.312
H -0.539 0.021 2.931
H -1.830 3.222 -0.467
H -2.875 4.996 0.738
H -3.342 4.764 3.172
H -3.058 3.580 5.182
C -3.509 -3.202 -1.500
O -2.296 -2.486 -1.489
C -2.396 -1.085 -1.733
C -2.738 -0.814 -3.208
H -4.246 -2.745 -0.831
H -3.287 -4.207 -1.141
H -3.945 -3.280 -2.504
H -3.126 -1.721 -3.675
H -1.897 -0.493 -3.817
H -3.515 -0.055 -3.301
*
```

Values from the calculation:
HOMO level (spin up / spin down) ... -0.223 / -0.222 hartree
F_max ... 0.718 eV/Å
Gap between HOMO and LUMO (spin up / spin down) ... 6.35 / 6.38 eV
M ... 976.6 g mol⁻¹
LUMO (spin up / spin down) ... 0.3 / 0.3 eV
Energy above the lowest of the compared OMol25 structures with the same formula, charge and spin ... 0.0 kcal/mol